No. 1
# C88H166F14N18O39S14

C88H166F14N18O39S14 as an isolated structure (ωB97M-V/def2-TZVPD, the OMol25 dataset).

Calculated values
**Max |F|**: 9.10 eV Å⁻¹
**LUMO energy**: -6.78 eV
**Energy**: -14344.36601 a.u.
**Charge**: +2
**Kohn-Sham gap**: 0.1058 hartree

```
339
C88H166F14N18O39S14 (ωB97M-V/def2-TZVPD)
C -3.210 -4.875 1.994
C -1.626 -6.362 1.046
C 1.924 1.458 -7.172
N 4.356 3.277 4.004
H 8.107 -1.416 3.528
C 3.195 -4.238 -3.259
H 0.810 -3.226 -2.808
H -2.287 0.100 4.128
N 7.200 -0.075 6.701
H 6.786 1.822 -0.545
H -1.133 2.334 0.017
C 4.987 6.399 -0.364
C -8.434 7.603 -1.422
S -6.180 0.960 3.860
N 2.197 -3.913 -4.308
H 6.508 -4.025 9.710
O 2.468 -1.686 -8.326
C 6.201 -1.436 8.849
O -5.100 -6.973 -0.501
C -0.861 2.422 1.091
C 2.895 -4.158 2.285
F -0.703 -4.148 6.741
N 0.332 -2.830 -7.819
O -5.127 -5.184 6.174
H -4.900 -2.977 -2.329
C -3.876 0.180 -6.935
C 5.256 -3.985 11.373
H -3.419 5.858 3.496
C 3.613 -1.945 2.972
H -7.342 -1.161 -2.896
S -0.795 -1.943 -7.168
C 2.354 0.309 -1.388
H 1.529 -4.244 4.455
O -3.601 3.695 -5.804
O 1.979 3.284 -4.011
H -4.609 10.252 -1.546
C 1.958 -2.369 5.530
C -1.377 -4.012 0.763
H 3.285 1.003 -4.673
F -5.005 -1.387 1.358
H 6.854 1.737 5.536
H 6.680 -1.681 5.468
H -5.026 3.048 0.689
N 5.308 -6.001 0.622
N 6.673 4.507 -0.895
S -3.893 -5.821 5.894
H 2.081 -5.944 3.245
C -3.242 4.493 -0.637
H 0.177 1.410 -8.481
C 7.416 0.778 5.472
H -5.450 -6.452 1.840
O 6.091 4.033 5.620
H -0.593 0.345 2.390
C -5.529 -5.567 2.532
H 2.254 -1.866 -4.203
H 6.609 7.467 -2.338
H -8.185 -3.172 -3.865
O 6.660 -5.387 2.496
H -3.032 0.157 -6.273
C 3.871 5.538 -0.997
C 4.636 -1.345 10.826
H 5.145 -4.193 3.939
H -1.273 2.750 -6.696
H -4.770 9.311 3.161
S -2.616 -5.465 -3.070
C -4.690 -3.518 3.595
O 7.724 4.157 -0.908
O 0.649 -1.556 1.262
C -0.027 2.861 -5.207
H 0.647 -4.983 -3.319
H 6.280 2.883 -2.909
C -2.434 -0.384 3.152
H 5.101 -2.576 1.600
N -2.894 -4.606 5.433
H 3.157 -5.010 -5.787
S -6.204 4.683 -3.189
C -0.833 2.572 4.007
H -8.023 9.266 -0.093
H 3.371 -1.177 3.674
H 4.343 -0.325 10.577
H -1.959 -1.346 3.233
C 2.693 -5.635 2.435
H -2.981 2.066 3.696
H 6.333 5.906 -3.058
F 7.761 -6.219 0.669
O -3.497 -4.982 -4.132
C 3.926 -2.056 11.790
C -4.385 -1.932 -4.634
H 3.202 -1.507 12.325
O -1.594 -6.486 -3.408
H -4.944 10.124 0.217
C 6.253 -2.025 7.624
O -6.837 -0.380 0.232
H 2.453 -6.838 -4.265
C -0.007 -0.350 -2.077
C 5.464 3.497 -1.016
H 4.038 0.995 -6.363
H -6.198 -2.641 4.786
C 3.678 1.578 -5.482
H -8.497 6.496 -1.454
C -5.542 8.524 -0.856
H 3.042 -3.521 -1.191
F 4.504 1.160 5.129
C -1.630 0.363 2.105
C -5.033 0.216 -3.534
O 1.640 0.387 -3.622
C 0.999 -1.038 0.171
C 4.097 4.114 -0.613
O 0.576 -1.414 -9.930
H 4.471 2.347 -2.763
H -2.282 3.481 2.808
H 2.188 -1.309 5.454
H 8.404 6.675 -0.324
H -9.500 7.855 -1.414
H 0.076 2.919 3.528
H 2.801 -1.779 2.142
H -0.597 1.533 -3.464
F 5.220 5.525 4.055
H -3.955 0.285 -3.331
O -7.281 -1.559 2.299
S 6.605 -5.332 1.120
C 5.017 -1.846 2.432
O -5.592 -5.549 -2.537
O -4.651 7.234 2.747
N 3.201 -3.313 3.531
O 6.594 3.889 3.160
H 3.505 4.236 -5.952
O -1.339 -2.647 -6.029
H -0.674 3.270 -3.165
C 2.555 2.385 -6.170
H 2.348 -6.057 1.495
H 2.796 -5.179 -2.907
C -4.804 8.557 2.315
H 2.527 -3.787 13.100
H -4.195 -2.201 -6.796
H 0.053 1.840 1.273
H -8.707 -3.248 3.473
H -3.350 -1.523 -4.453
C -4.784 -1.895 -2.236
H -6.828 1.140 -2.975
H 1.810 -2.524 -5.826
H 0.130 -4.991 -1.215
C -5.845 0.996 -2.531
C 0.296 -5.476 -0.243
H -7.961 7.980 -2.358
H -0.817 1.221 -6.208
C -3.306 6.893 3.187
F -5.091 -4.642 -0.499
H -3.444 -0.571 2.965
C -4.460 -4.670 2.755
O -6.417 4.088 -1.925
C 3.591 -4.049 13.218
C -7.923 8.182 -0.083
F -1.801 -4.302 -2.505
H 5.296 -2.273 -7.606
H 1.161 -2.717 3.478
H 3.100 -0.420 0.541
H 7.070 0.140 4.687
O -5.039 -0.439 -6.462
H -5.841 -2.148 -6.147
H -6.702 -3.628 -2.978
H -4.031 8.813 1.571
O 2.959 1.493 3.369
H 0.619 -6.532 -0.401
O 5.214 -5.411 -1.890
H -3.553 -0.299 -7.896
O 5.410 1.263 2.868
O 3.255 -6.317 -0.669
N 4.275 -3.314 12.058
H 4.652 -2.452 -4.558
C 5.286 3.121 -2.552
S 5.677 4.042 4.265
H -0.796 -0.375 -2.810
C 0.579 2.046 -7.691
H 1.810 0.432 -6.778
H -3.177 5.528 -0.949
S 4.288 1.822 3.579
H -5.327 1.961 -2.417
H 2.095 4.311 -7.062
H 4.997 3.878 -3.212
C -6.798 -5.277 2.939
H -0.612 3.472 1.330
O -0.991 -3.361 4.492
H 3.385 3.475 -1.122
H -1.314 -7.307 0.826
H -6.530 9.716 1.398
S -4.805 -5.917 -1.414
H 4.789 7.432 -0.618
H 7.539 -2.235 2.112
O -6.206 6.076 -3.332
H 0.127 4.826 -6.139
H 2.875 5.872 -0.701
H 7.653 6.033 1.142
H 0.721 2.969 -8.164
C 3.952 -2.487 -5.426
H -5.988 0.522 -1.582
C 7.407 6.579 0.160
S -6.455 -0.668 1.567
H -3.222 -7.088 2.204
N -1.968 1.817 1.864
H 8.468 1.083 5.305
H 4.376 -2.870 -2.120
F -5.239 -0.214 4.577
C 2.931 3.708 -6.751
C 3.310 -3.192 -2.181
H -0.534 1.603 4.390
C -0.427 2.149 -6.477
N -6.127 0.612 2.374
F -1.964 -2.046 -8.166
H -6.384 6.098 -0.860
H 5.107 -0.901 1.838
C -2.499 -3.810 1.479
H -4.076 4.039 -1.175
H -8.919 -4.754 4.375
H 3.688 -4.103 1.551
C 1.834 -3.168 4.256
C -3.227 1.898 1.001
H -6.984 8.220 2.220
H 0.191 4.791 -4.371
H -5.125 6.272 0.359
C -4.848 -1.773 -6.059
H 3.988 -3.577 14.130
O 4.282 -3.426 -6.332
N -5.244 -1.301 -3.583
C 2.250 -0.492 -0.182
H -5.961 8.215 -1.782
C -6.738 -1.582 -3.690
N 1.542 2.875 -5.027
H -3.846 1.093 1.346
F 5.200 -7.647 -1.210
H -4.620 7.975 -0.824
H 3.609 -6.236 2.564
H 1.582 -4.594 -6.283
C 5.542 -2.062 10.030
H -5.219 0.551 -4.580
O -3.380 4.315 0.822
H 0.115 -3.650 -4.377
N -3.245 -5.841 -1.679
H 1.914 -7.050 -5.873
F -4.768 5.675 -5.614
S -1.302 -4.539 5.244
C 6.628 -0.078 8.965
H 3.812 -4.695 5.038
H 0.932 -2.481 5.937
S -4.060 4.623 -4.814
C -2.763 -6.193 1.834
H 7.263 -0.481 2.237
O -5.417 2.139 4.095
C 6.371 5.986 -0.756
H -2.947 7.551 3.990
H -6.212 10.566 -0.743
F 1.609 -3.472 -9.701
C 5.569 -3.211 -7.028
H -2.969 1.692 0.020
H -6.747 5.945 0.947
H 5.971 2.502 0.843
O -3.787 -6.870 4.955
H 2.055 -3.654 1.813
C -0.297 4.391 -5.267
S 1.248 -2.181 -8.937
H 3.967 5.566 -2.055
C 1.739 -6.385 -5.019
C -2.112 2.512 3.183
H -4.282 3.393 2.292
H -4.086 1.250 -7.279
C 7.275 -1.447 2.788
H 5.487 -5.016 11.688
O 6.029 -1.783 3.450
H 2.808 -2.296 -2.407
F -3.348 -6.453 7.187
H 6.412 0.539 9.879
C 6.755 -1.351 6.535
C -6.144 6.454 0.146
H 6.408 -3.006 -6.310
H 5.688 -4.017 -7.738
H 7.875 6.317 -2.310
C -4.056 3.201 1.235
O -7.455 0.672 4.380
N -0.988 -5.281 0.570
H -0.797 -3.209 0.429
H -1.890 2.532 -4.243
H 4.120 -4.407 -3.796
H 4.507 2.152 -5.021
H 3.742 -5.141 13.144
H -8.140 -3.421 5.183
H 7.327 1.597 7.928
H 4.841 6.338 0.714
H 1.191 -4.997 0.232
N -6.930 -4.249 3.814
C -5.960 -3.394 4.086
C -6.223 8.677 1.588
H 2.613 1.338 -8.004
H 4.519 -2.955 5.068
H -8.473 7.764 0.743
S 4.683 -6.201 -0.833
H 2.586 -2.963 6.208
H 5.050 1.506 -0.381
H -2.941 -2.839 1.668
H -4.330 -2.983 -4.396
H -1.316 4.633 -5.322
O -0.495 -0.574 -7.050
C -0.186 -1.015 -0.889
O -1.298 -1.492 -0.587
H -1.732 -0.137 1.130
O 6.797 -4.052 0.588
C 2.177 -4.968 -5.401
C 2.498 -2.588 -4.962
H -3.917 -2.825 3.958
C -5.323 9.989 -0.761
C 6.807 6.428 -2.252
O -3.027 5.323 -4.110
C 1.255 0.168 -2.440
C 4.268 -3.870 4.489
H -5.410 -1.503 -1.493
C -0.813 2.498 -3.928
O 3.333 0.954 -1.662
H 6.007 -3.089 7.498
H -3.674 -1.694 -2.184
H 3.533 3.597 -7.641
C 7.105 0.569 7.863
H -6.645 -3.464 -4.774
N -6.484 7.928 0.190
C -8.301 -3.893 4.243
H 7.063 7.585 0.498
N -4.930 3.947 -3.799
O -0.523 -5.647 4.860
H 4.092 3.999 0.456
C 5.867 -3.388 10.343
H -2.363 3.968 -0.950
H -7.651 -5.846 2.706
H -1.167 3.187 4.797
H 0.699 -6.511 -4.695
H 4.007 -1.514 -5.956
C -7.089 -3.074 -3.861
C 5.833 2.243 -0.272
H -2.623 6.954 2.326
F -7.351 4.258 -4.043
H -7.177 -1.044 -4.504
C 0.827 -3.940 -3.610
```

Atom charges from the Mulliken analysis, given in e for atoms 1 to 5: 0.91, -1.28, -0.71, -0.29, 0.41


No. 2
# CH6N2

A 2-piece molecular cluster, CH6N2 overall (ωB97M-V/def2-TZVPD, the OMol25 dataset).

Calculated values
**Energy relative to the best compared isomer or geometry (same formula, charge and spin)**: 142.2 kJ/mol
**Max |F|**: 6.26 eV Å⁻¹
**LUMO energy**: 0.83 eV
**Energy**: -151.14482 a.u.
**SMILES string**: C=N.N
**Kohn-Sham gap**: 0.3741 hartree

```
9
CH6N2 (ωB97M-V/def2-TZVPD)
C -0.376 1.115 -1.913
N 0.115 -1.288 2.395
N 0.405 0.367 -1.065
H -0.246 -2.254 2.201
H 0.073 0.633 -0.147
H -0.418 0.972 -3.029
H -0.313 -0.710 3.155
H 0.578 -0.825 1.593
H -1.057 1.946 -1.606
```

Atom charges from the Mulliken analysis, given in e for atoms 1 to 5: -0.22, -0.58, -0.48, 0.20, 0.25


No. 3
# C21H34N2O2S

An isolated molecule of C21H34N2O2S (ωB97M-V/def2-TZVPD, the OMol25 dataset).

Calculated values
**Energy relative to the best compared isomer or geometry (same formula, charge and spin)**: 43.7 kJ/mol
**Max |F|**: 0.63 eV Å⁻¹
**LUMO energy**: 0.73 eV
**Energy**: -1478.77933 a.u.
**SMILES string**: CCCN1CCC(=O)N([C@H](CSc2ccc(OC)cc2)CC(C)C)CC1
**Kohn-Sham gap**: 0.3283 hartree

```
60
C21H34N2O2S (ωB97M-V/def2-TZVPD)
H 1.633 2.743 2.161
C -6.517 -0.207 0.358
H -2.098 0.908 1.160
H -6.330 0.603 1.065
C 0.613 -1.805 0.051
H 2.349 0.212 0.525
C 4.987 -0.331 -1.405
H -5.223 -1.613 1.312
H -3.159 -1.381 1.686
C -3.864 -0.024 -1.266
C 0.473 -0.334 -0.357
C 3.909 -1.978 0.538
O -0.749 0.768 -2.512
H -2.587 -1.898 0.082
H -7.957 -1.789 0.066
C 3.830 -1.030 -1.667
C -5.290 -1.120 0.339
C -2.856 1.113 -1.449
H -0.329 -2.336 -0.077
H 2.045 3.316 -1.462
H 7.791 -0.791 1.414
C -1.711 -0.062 0.830
O 6.744 0.305 -0.004
H 2.062 3.922 0.922
S 1.768 -2.731 -1.024
H 3.115 2.539 1.221
H 6.825 0.570 2.055
C 5.068 -1.272 0.809
H 5.429 0.314 -2.148
C 7.440 0.227 1.216
H -7.656 -1.397 1.759
N -0.922 0.084 -0.371
H 3.341 -0.942 -2.624
H -1.050 -0.444 1.608
C -7.769 -0.975 0.762
C 5.616 -0.438 -0.161
C 1.948 2.254 -1.249
H 5.534 -1.384 1.775
C 1.320 0.576 0.541
C -2.897 -1.026 0.686
H 2.938 1.804 -1.282
H 3.491 -2.630 1.290
C 3.281 -1.849 -0.689
C 2.077 2.865 1.175
H -8.635 -0.318 0.763
H -6.673 0.239 -0.625
H -2.991 1.840 -0.646
H 8.298 0.888 1.108
H 1.332 1.813 -2.027
H 0.959 0.499 1.571
H -4.824 0.310 -1.662
H -3.047 1.609 -2.401
C 1.319 2.052 0.127
N -4.061 -0.368 0.130
H -5.421 -1.907 -0.423
H 0.949 -1.916 1.083
H -3.541 -0.900 -1.858
C -1.416 0.644 -1.502
H 0.805 -0.228 -1.394
H 0.283 2.408 0.092
```

Atom charges from the Mulliken analysis, given in e for atoms 1 to 5: 0.42, -0.12, 0.40, 0.30, -0.86


No. 4
# C5H11N2

An isolated ion of composition C5H11N2 and charge +1 (ωB97M-V/def2-TZVPD, the OMol25 dataset).

Calculated values
**Energy relative to the best compared isomer or geometry (same formula, charge and spin)**: 347.0 kJ/mol
**Max |F|**: 8.49 eV Å⁻¹
**LUMO energy**: -4.62 eV
**Energy**: -306.25133 a.u.
**SMILES string**: C=NC(=C)[NH+](C)C
**Charge**: +1
**Kohn-Sham gap**: 0.3255 hartree

```
18
C5H11N2 (ωB97M-V/def2-TZVPD)
C 0.608 -0.658 -0.114
H -1.377 1.699 1.191
C -1.565 0.380 -0.757
H -1.263 -0.642 0.972
C 2.541 0.256 -0.928
H 3.281 0.993 -0.955
H 2.709 -0.418 -1.730
H -0.976 1.268 -1.228
C -0.513 1.145 1.309
H 1.279 -2.810 -0.693
H -1.509 -0.462 -1.435
H -2.536 0.836 -0.528
C 0.503 -2.098 -0.468
H -0.421 0.999 2.416
N 1.538 0.226 -0.217
H -0.364 -2.651 -0.219
N -0.698 -0.033 0.402
H 0.528 1.654 0.979
```

Atom charges from the Mulliken analysis, given in e for atoms 1 to 5: 0.63, 0.38, -0.83, 0.35, -0.31